1.
{
  "formula": "C2H6Cl3PSi",
  "method": "ωB97M-V/def2-TZVPD",
  "elements": ["C", "C", "Si", "P", "Cl", "Cl", "Cl", "H", "H", "H", "H", "H", "H"],
  "xyz": [[-1.146984, -1.420434, -0.136007], [0.240950, 1.166546, -1.438460], [-0.125370, 0.254644, 0.202208], [1.835210, -0.377922, 1.263105], [-1.245645, 1.451988, 1.294363], [2.502321, 1.391759, 1.918058], [0.787249, -1.192428, 2.820506], [-1.439405, -1.817208, 0.922041], [-2.004086, -1.295006, -0.873673], [-0.475493, -2.135057, -0.597209], [-0.647885, 1.375492, -2.011410], [0.842780, 2.077997, -1.195357], [0.876357, 0.519628, -2.168166]],
  "forces_ev_per_a": [[-0.0562, 0.9662, 1.3086], [2.0700, -1.1478, -0.1920], [0.0183, -2.1604, -2.5872], [-0.5292, -0.8692, -1.1427], [-0.9034, 1.1383, 1.2155], [0.1838, 0.9738, 0.4630], [-0.0864, -0.0991, 0.6108], [0.1336, 0.5967, -2.1225], [0.8569, 0.0662, 1.3143], [0.2437, -0.2770, 0.0253], [-0.4423, 0.4152, 0.1233], [-0.6569, -0.5392, -0.4290], [-0.8320, 0.9362, 1.4126]],
  "smiles": "C[Si](C)(Cl)P(Cl)Cl",
  "e_lumo_ev": 0.44,
  "relative_energy_kcal_mol": 15.8,
  "fmax_ev_per_a": 3.37,
  "total_charge": 0,
  "e_tot_ev": -56908.1047,
  "homo_lumo_gap_ev": 9.49
}

=====

2.
{
  "formula": "C3H51O23",
  "method": "ωB97M-V/def2-TZVPD",
  "elements": ["C", "C", "C", "O", "H", "H", "H", "H", "H", "H", "H", "O", "H", "H", "O", "H", "H", "O", "H", "H", "O", "H", "H", "O", "H", "H", "O", "H", "H", "O", "H", "H", "O", "H", "H", "O", "H", "H", "O", "H", "H", "O", "H", "H", "O", "H", "H", "O", "H", "H", "O", "H", "H", "O", "H", "H", "O", "H", "H", "O", "H", "H", "O", "H", "H", "O", "H", "H", "O", "H", "H", "O", "H", "H", "O", "H", "H"],
  "xyz": [[0.102013, 1.071026, -0.400377], [-0.188987, -0.405974, -0.545377], [0.009013, -1.152974, 0.708623], [-1.402987, -0.731974, -1.110377], [0.172013, 1.666026, -1.326377], [1.030013, 1.254026, 0.078623], [-0.723987, 1.590026, 0.164623], [0.452013, -0.765974, -1.318377], [-0.154987, -2.219974, 0.550623], [-0.438987, -0.820974, 1.619623], [1.071013, -1.110974, 0.969623], [0.962013, 3.599026, 1.338623], [0.709013, 3.828026, 0.433623], [0.193013, 3.094026, 1.682623], [-1.348987, 2.563026, 2.468623], [-1.840987, 3.364026, 2.492623], [-2.060987, 1.994026, 2.215623], [-1.927987, -0.394974, 3.849623], [-2.136987, -0.049974, 3.001623], [-1.476987, -1.217974, 3.589623], [-1.150987, -2.917974, 3.282623], [-1.724987, -2.793974, 2.549623], [-0.930987, -3.841974, 3.277623], [3.090013, -0.215974, -0.975377], [2.974013, 0.136026, -0.101377], [2.643013, 0.417026, -1.566377], [-0.584987, 2.943026, -3.727377], [-0.709987, 2.015026, -3.462377], [0.200013, 2.937026, -4.219377], [-3.350987, 1.215026, -1.900377], [-2.691987, 0.543026, -1.817377], [-4.089987, 0.659026, -2.009377], [3.055013, 1.049026, 1.613623], [3.695013, 0.586026, 2.141623], [2.301013, 1.212026, 2.204623], [-2.759987, 0.564026, 1.260623], [-3.547987, 0.882026, 0.844623], [-2.112987, 0.562026, 0.509623], [3.940013, 2.541026, -0.411377], [3.700013, 1.995026, 0.334623], [3.186013, 2.670026, -0.962377], [1.529013, -1.793974, 3.612623], [1.241013, -2.320974, 2.862623], [1.346013, -0.884974, 3.423623], [-3.162987, -2.683974, -1.145377], [-3.547987, -2.659974, -0.298377], [-2.526987, -1.928974, -1.126377], [3.093013, -2.724974, 0.557623], [2.638013, -2.042974, 0.060623], [3.712013, -2.252974, 1.125623], [-0.693987, -4.891974, 0.871623], [-0.759987, -4.323974, 0.106623], [0.185013, -4.707974, 1.270623], [2.037013, 3.160026, -2.257377], [1.819013, 2.415026, -2.820377], [1.591013, 3.813026, -2.799377], [-0.579987, 4.429026, -1.116377], [-0.166987, 3.754026, -1.717377], [-1.332987, 4.018026, -0.748377], [-0.266987, -3.426974, -1.389377], [-0.811987, -4.023974, -1.864377], [-0.828987, -2.651974, -1.270377], [1.977013, 0.727026, -3.338377], [2.424013, 0.605026, -4.168377], [1.044013, 0.600026, -3.494377], [1.716013, -2.310974, -2.773377], [1.835013, -1.412974, -2.400377], [0.993013, -2.672974, -2.248377], [-2.995987, -2.034974, 1.455623], [-2.895987, -1.077974, 1.348623], [-3.777987, -2.263974, 1.962623], [0.903013, 0.865026, 3.384623], [0.017013, 1.237026, 3.275623], [1.257013, 1.030026, 4.265623], [-0.883987, 0.387026, -3.324377], [-1.281987, -0.097974, -4.078377], [-0.966987, -0.155974, -2.534377]],
  "forces_ev_per_a": [[-1.6975, 1.1447, -0.2503], [-0.0862, 0.2830, -0.8515], [2.2380, -1.2006, 0.5983], [-2.0019, 0.6998, -0.3075], [-0.1993, -0.6698, 0.0041], [0.7297, 0.1386, 0.8203], [0.9161, -0.3586, -0.2083], [1.7730, -0.3090, 0.0828], [-0.3709, 0.2175, 0.2870], [-0.9437, 0.4329, 0.3111], [0.1339, 0.1310, 0.0025], [-0.4119, -0.3504, 0.3902], [0.0223, 0.1445, 0.0083], [0.7088, 0.4769, -0.3839], [0.4539, -0.0378, 0.4353], [-0.0203, 1.6966, 0.3636], [-0.5340, -1.5993, -0.4903], [0.4794, -0.3712, 0.7356], [-0.5852, 0.7681, -0.9606], [0.0867, -0.0482, 0.8619], [0.8586, -0.0347, 1.3121], [-1.0855, 0.0449, -1.5676], [0.1768, -0.5420, -0.0112], [-0.3665, -0.4522, -0.9695], [0.0006, 0.5002, 0.8348], [0.4924, -0.3227, 0.2351], [-1.3436, 0.6166, 1.0116], [-0.4119, -0.2580, -0.0236], [1.6118, 0.0498, -1.3082], [-0.0173, 1.5895, 0.2909], [1.7993, -0.8728, 0.4118], [-1.9063, -0.7356, -0.3228], [-0.2564, -0.1668, 0.0697], [0.4472, -0.3625, 0.3696], [-0.2563, 0.0933, -0.0795], [1.0176, 0.3359, -0.3216], [-0.9903, 0.3204, -0.5537], [-0.3913, -0.3754, 0.1791], [1.7255, 0.4179, 0.0673], [-0.3578, 0.1114, 0.2543], [-0.8286, 0.2820, -0.3988], [0.9021, -1.2516, 0.6162], [-0.1004, 0.2187, -0.0259], [-0.5620, 0.7929, -0.4892], [0.4412, -0.1287, -2.2850], [-0.4553, -0.0472, 1.6459], [-0.1462, -0.0487, 0.1534], [0.1101, -0.4817, 0.5531], [0.1172, 0.2659, -0.5135], [-0.1350, -0.0185, -0.1141], [0.6292, -0.6538, 1.5701], [0.3054, 0.4876, -0.4476], [-0.8131, -0.0960, -0.7267], [-0.5834, 0.7232, -0.5771], [0.5539, -1.2466, 0.1807], [0.1118, 1.0550, 0.4160], [2.0079, 0.0683, -1.0458], [-0.8241, 0.8090, 0.5888], [-1.3453, -0.8218, 0.4260], [0.6365, 0.3011, 0.6125], [-0.8449, -0.9367, -0.9102], [-0.4261, 0.6857, 0.0065], [0.3638, 0.4712, 0.2996], [0.3478, -0.2753, -0.4579], [-1.1355, -0.5665, -0.1868], [0.3307, 1.1063, -0.2141], [0.3602, -0.8183, -0.3290], [-0.0559, -0.4247, 0.0429], [0.0044, -1.2390, 0.0319], [-0.4197, 0.1658, 0.1888], [-0.0511, 0.4775, 0.2109], [0.6604, 0.0547, -0.3011], [0.0047, 0.1116, 0.5103], [-0.6021, 0.2444, 0.0106], [0.5163, 0.3849, -2.8887], [0.3527, 0.4035, 0.8556], [-0.8645, -1.2002, 1.6642]],
  "e_lumo_ev": 2.02,
  "relative_energy_kcal_mol": 12.6,
  "fmax_ev_per_a": 2.96,
  "total_charge": -1,
  "e_tot_ev": -51035.0928,
  "homo_lumo_gap_ev": 8.55
}

=====

3.
{
  "formula": "C14H27ClF4N4O",
  "method": "ωB97M-V/def2-TZVPD",
  "elements": ["C", "C", "C", "C", "C", "N", "C", "N", "C", "C", "C", "F", "F", "F", "N", "C", "C", "C", "N", "C", "C", "O", "F", "H", "H", "H", "H", "H", "H", "H", "H", "H", "H", "H", "H", "H", "H", "H", "H", "H", "H", "H", "H", "H", "H", "H", "H", "H", "H", "H", "Cl"],
  "xyz": [[4.087781, 2.719187, 1.361421], [3.641498, 1.257552, 1.081316], [2.141387, 1.156018, 0.767460], [1.898319, 1.191917, -0.733779], [2.596304, 0.029988, -1.500527], [0.458511, 1.383244, -1.076866], [-0.420281, 0.482438, -0.463818], [-0.376474, -0.855642, -0.736513], [0.212252, -1.756991, 0.278058], [-0.293722, -3.202916, 0.069521], [0.944538, -4.008071, -0.296734], [1.754993, -4.144705, 0.777100], [1.540957, -3.303297, -1.260006], [0.627858, -5.239493, -0.736105], [-1.332820, 0.964937, 0.345369], [-2.359347, 0.140655, 0.994321], [-3.714391, 0.290129, 0.278749], [-3.784438, -0.514457, -1.037208], [-4.989376, -1.386449, -1.020035], [-1.302264, 2.425648, 0.590732], [-2.402361, 2.894089, 1.513696], [-3.358688, 3.486159, 1.182119], [-2.235712, 2.571928, 2.801245], [5.027212, 2.901278, 0.844798], [4.194298, 2.881196, 2.429469], [3.360034, 3.397714, 0.914499], [4.249125, 0.901489, 0.251603], [3.904059, 0.633807, 1.933309], [1.695240, 2.052116, 1.213995], [1.677239, 0.305367, 1.270593], [2.399773, 2.094502, -1.086791], [3.023601, -0.724951, -0.846371], [1.957136, -0.423554, -2.253891], [3.437903, 0.432659, -2.061083], [0.313018, 1.418908, -2.080294], [0.008696, -1.024094, -1.660639], [-0.147189, -1.424027, 1.253037], [1.294507, -1.702811, 0.318008], [-0.964309, -3.193549, -0.787765], [-0.852472, -3.577325, 0.923921], [-2.112262, -0.913838, 0.947438], [-2.443379, 0.375924, 2.051963], [-4.532347, -0.052977, 0.907925], [-3.867545, 1.330350, -0.001950], [-3.852052, 0.131912, -1.910529], [-2.902811, -1.147929, -1.163108], [-4.755936, -2.161182, -0.402712], [-5.020678, -1.829641, -1.935183], [-0.354064, 2.705219, 1.044078], [-1.430506, 2.966458, -0.337957], [3.359185, -2.934891, -2.955880]],
  "forces_ev_per_a": [[-0.1949, -0.7809, -0.5814], [0.3653, 0.4029, 0.0821], [-0.0855, 0.4783, 0.2678], [0.9265, -0.5734, -0.6172], [-0.0863, 0.6737, 0.2022], [-0.5884, 0.3575, 0.3606], [0.1640, -0.2690, -0.5613], [0.5043, 0.2555, 0.2046], [-1.4096, -0.4401, 1.0434], [0.4430, 0.5344, -0.1447], [-1.1795, 0.1627, -0.0831], [0.1032, 0.0493, -0.3945], [-0.2841, -1.1089, 0.8962], [0.3054, 0.2647, 0.0546], [0.7053, 0.1319, 0.2909], [-1.1779, -0.5305, -0.1805], [0.5021, 0.1064, -0.8590], [-0.4128, -0.7159, 0.1889], [0.6780, 0.0549, -0.2496], [-0.0232, 0.0229, 0.4570], [-0.3530, -0.3358, -0.1840], [-0.4540, 0.5634, -0.2529], [0.5271, -0.1777, 0.2792], [0.1797, 0.1546, 0.2921], [-0.0385, 0.3304, -0.0007], [0.0109, 0.2306, 0.2387], [-0.2060, -0.2856, -0.0705], [-0.0673, -0.0786, 0.0125], [-0.2166, -0.0921, 0.0381], [0.0589, -0.2203, -0.1962], [-0.3878, 0.2698, 0.0124], [-0.2452, -0.2994, -0.1177], [0.0679, -0.3021, 0.0629], [0.0542, -0.0961, -0.0416], [0.0734, -0.0041, -0.0327], [0.4253, -0.0667, 0.1495], [0.0854, 0.1834, -0.0125], [0.0619, 0.0801, -0.3433], [0.0489, -0.2462, -0.0832], [0.2541, -0.1851, 0.0974], [0.4202, 0.0733, -0.0831], [0.2416, 0.3209, -0.0195], [0.0428, 0.1667, 0.2093], [-0.3000, 0.1143, 0.4317], [-0.0176, 0.1030, 0.0497], [0.2613, 0.2741, 0.0083], [-0.2937, 0.0174, 0.1313], [-0.3242, 0.0464, -0.0046], [0.1078, -0.0686, -0.1133], [0.0259, -0.0188, -0.0661], [0.7016, 0.4727, -0.7682]],
  "e_lumo_ev": -1.36,
  "fmax_ev_per_a": 1.81,
  "total_charge": 0,
  "e_tot_ev": -46354.1299,
  "homo_lumo_gap_ev": 4.73
}